[1]
Computed, not measured: a structure of composition C29H51N5OReSSi4Te, with wB97M-V/def2-TZVPD.

```
! wB97M-V def2-TZVPD RIJCOSX def2/J DEFGRID3
* xyz 2 2
Re -0.42 -0.40 -0.46
S -3.26 2.80 4.54
C -2.41 2.11 3.21
C -2.60 2.45 1.86
C -1.92 1.77 0.89
N -1.04 0.76 1.15
C -0.80 0.49 2.46
C -1.45 1.12 3.48
C -4.40 3.90 3.73
C -4.08 5.24 3.57
C -5.01 6.05 2.92
N -6.17 5.60 2.46
C -6.47 4.31 2.65
C -5.61 3.41 3.28
H -3.30 3.23 1.57
H -2.09 2.00 -0.15
H -0.10 -0.30 2.67
H -1.22 0.83 4.50
H -3.15 5.65 3.93
H -4.81 7.10 2.77
H -7.43 3.98 2.28
H -5.89 2.38 3.40
C -0.04 -2.15 -2.48
Si 0.83 -3.78 -2.02
C -0.10 -5.19 -2.79
C 2.60 -3.76 -2.57
C 0.63 -3.90 -0.14
Te 1.04 -2.18 1.04
C 3.13 -1.96 0.68
Si 4.10 -2.38 2.28
C 3.55 -1.19 3.62
C 3.66 -4.14 2.71
C 5.89 -2.17 1.84
H -0.04 -1.94 -3.55
H 0.55 -1.29 -2.07
H -1.08 -2.19 -2.17
H -0.07 -5.13 -3.88
H -1.15 -5.22 -2.48
H 0.35 -6.15 -2.50
H 2.65 -3.77 -3.66
H 3.11 -4.67 -2.23
H 3.18 -2.90 -2.23
H 1.24 -4.69 0.30
H -0.41 -4.12 0.12
H 3.31 -0.96 0.31
H 3.37 -2.67 -0.11
H 2.64 -0.63 3.37
H 4.33 -0.45 3.83
H 3.36 -1.73 4.55
H 2.59 -4.28 2.85
H 4.14 -4.42 3.65
H 4.01 -4.84 1.95
H 6.11 -1.15 1.51
H 6.19 -2.85 1.04
H 6.53 -2.38 2.70
N -4.16 0.09 -0.78
C -3.35 -0.73 -0.08
O -2.21 -1.08 -0.70
C -3.62 -1.21 1.18
C -2.65 -2.05 1.78
N -1.80 -2.71 2.18
C -4.79 -0.76 1.85
N -5.71 -0.28 2.34
H -5.10 0.23 -0.43
H -4.03 0.14 -1.78
C 2.54 3.19 -1.66
Si 2.17 1.47 -1.05
C 2.37 1.49 0.82
C 3.27 0.24 -1.91
C 0.27 1.16 -1.48
Si -0.20 1.43 -3.35
C -0.50 3.26 -3.51
C 1.13 0.84 -4.51
C -1.83 0.55 -3.72
H 3.55 3.45 -1.32
H 1.85 3.94 -1.25
H 2.53 3.26 -2.74
H 3.44 1.57 1.06
H 1.97 0.64 1.37
H 1.89 2.39 1.22
H 4.26 0.22 -1.45
H 3.41 0.52 -2.95
H 2.88 -0.78 -1.90
H -0.13 2.05 -0.97
H 0.35 3.88 -3.22
H -1.36 3.57 -2.91
H -0.74 3.49 -4.55
H 1.98 1.52 -4.54
H 0.71 0.80 -5.52
H 1.51 -0.16 -4.27
H -2.11 -0.19 -2.97
H -1.76 0.02 -4.67
H -2.63 1.28 -3.82
*
```

Results
⟨S²⟩: 0.759
Maximum force, eV Å⁻¹: 0.4
Energy above the lowest of the compared OMol25 structures with the same formula, charge and spin, kJ/mol: 0.0
M, g/mol: 944.0
Kohn-Sham gap (alpha / beta), eV: 6.8179 / 6.6830



[2]
Computed, not measured: a structure of composition C29H52AlCl2F4N3O3P, with wB97M-V/def2-TZVPD.

```
! wB97M-V def2-TZVPD RIJCOSX def2/J DEFGRID3
* xyz -1 1
C -2.23 1.03 4.35
C -1.06 1.01 4.18
C 0.37 1.04 3.92
C 0.75 0.22 2.67
C -0.11 0.57 1.42
N 0.53 0.86 0.13
P 1.76 2.09 0.38
C 2.14 2.88 -1.23
C 0.76 3.47 1.07
C -0.55 3.75 0.33
C 0.71 -0.15 -0.92
C 2.17 -0.68 -0.97
C 2.93 -1.04 0.32
C 2.53 -2.20 1.23
C 2.88 -3.60 0.70
C 2.15 -4.70 1.47
C 0.64 -4.76 1.23
C -0.18 -5.23 2.46
C -1.46 -4.42 2.69
C -2.73 -5.07 2.09
C 0.28 0.50 -2.34
C 1.37 0.66 -3.44
C 0.86 0.32 -4.83
N 0.32 1.12 -5.64
O -0.35 1.77 -2.18
C -1.61 1.85 -2.80
N -1.90 3.27 -3.05
C -1.79 3.59 -4.47
C -2.82 3.05 -5.43
O -0.86 4.24 -4.85
C -3.17 3.68 -2.50
C -3.14 4.92 -1.67
O -4.19 3.07 -2.70
C -0.26 -1.34 -0.70
Cl -1.98 -0.78 -0.73
C -0.06 -2.62 -1.56
C 0.23 -2.51 -3.04
Cl -1.48 -3.72 -1.44
H -3.26 1.10 4.65
H 0.85 0.55 4.77
H 0.77 2.05 3.90
H 1.82 0.32 2.53
H 0.57 -0.82 2.94
H -0.88 -0.19 1.35
H -0.69 1.45 1.70
H 2.64 3.81 -0.93
H 2.86 2.32 -1.83
H 1.28 3.17 -1.84
H 0.52 3.25 2.11
H 1.40 4.35 1.00
H -1.14 2.84 0.25
H -0.39 4.10 -0.69
H -1.16 4.47 0.89
H 2.31 -1.49 -1.68
H 2.76 0.13 -1.40
H 3.12 -0.14 0.90
H 3.93 -1.33 -0.04
H 1.52 -2.15 1.62
H 3.16 -2.08 2.12
H 3.95 -3.75 0.89
H 2.77 -3.68 -0.38
H 2.59 -5.68 1.28
H 2.32 -4.50 2.53
H 0.24 -3.80 0.94
H 0.44 -5.46 0.42
H -0.48 -6.27 2.31
H 0.44 -5.23 3.36
H -1.62 -4.23 3.75
H -1.34 -3.44 2.22
H -3.31 -5.54 2.88
H -3.36 -4.33 1.60
H -2.46 -5.81 1.34
H -0.48 -0.14 -2.78
H 2.28 0.10 -3.29
H 1.65 1.71 -3.52
H 1.00 -0.72 -5.16
H 0.30 2.06 -5.24
H -1.60 1.32 -3.76
H -2.38 1.44 -2.15
H -2.78 1.96 -5.41
H -2.54 3.38 -6.42
H -3.83 3.33 -5.15
H -2.51 5.68 -2.11
H -4.15 5.31 -1.56
H -2.74 4.69 -0.68
H -0.13 -1.67 0.33
H 0.72 -3.20 -1.07
H 0.34 -3.50 -3.46
H 1.12 -1.94 -3.28
H -0.61 -2.04 -3.56
F 0.74 3.39 6.39
Al 0.46 2.51 7.81
F -0.97 3.05 8.55
F 1.76 2.71 8.88
F 0.31 0.87 7.40
*
```

Results
Maximum force, eV Å⁻¹: 2.1
M, g/mol: 695.6
Kohn-Sham gap, eV: 7.6106